(1)
C2H2N2O2 in the gas phase in a non-equilibrium geometry. Source: OMol25; level of theory: ωB97M-V/def2-TZVPD.

```
8
Properties=species:S:1:pos:R:3:forces:R:3:nbo_charge:R:1
C -0.731127 -0.164639 -0.824053 2.646 -1.446 0.802 -0.102
C 0.502458 -0.502879 0.440982 -0.567 -2.649 -2.759 0.779
O 1.670125 0.146775 0.293989 -0.494 0.712 0.292 -0.657
N -1.105964 1.134463 -0.551396 -0.409 0.224 2.034 -0.073
N -0.766926 0.804602 0.606237 -0.880 2.074 -0.767 -0.060
O 0.440988 -1.598608 0.916659 -0.283 1.060 0.431 -0.573
H 1.538776 1.066202 0.022803 0.042 -0.114 -0.061 0.491
H -1.548330 -0.885915 -0.905221 -0.054 0.139 0.028 0.195
```
Forces are in eV/Å.

Calculated values
Spin multiplicity   1
Lowest unoccupied orbital energy   -1.07 eV
Total charge   0

---

(2)
A molecular structure, C2H2N2O2 in a non-equilibrium geometry. Source: OMol25; level of theory: ωB97M-V/def2-TZVPD.

```
8
Properties=species:S:1:pos:R:3:forces:R:3:nbo_charge:R:1
C -0.984058 0.184026 -0.101319 3.617 -0.654 0.383 0.692
C 0.909707 0.670017 -0.058142 3.324 4.506 -0.531 0.423
H 1.891586 1.022735 -0.233415 0.913 1.670 0.373 0.180
H -0.370229 -1.600050 0.754188 -0.150 0.853 -2.154 0.377
N -0.176743 1.342243 -0.016885 0.034 -2.637 -0.408 -0.501
N -0.241915 -1.097300 -0.200719 0.425 0.000 2.573 -0.346
O -2.099484 0.051381 -0.079753 -8.361 0.298 0.050 -0.520
O 1.071138 -0.573055 -0.063958 0.198 -4.036 -0.285 -0.306
```
Forces are in eV/Å.

Calculated values
Spin multiplicity   1
Lowest unoccupied orbital energy   0.51 eV
Total charge   0

---

(3)
2 unconnected molecules or ions with the total composition C2H2N2O2S in a non-equilibrium geometry. Source: OMol25; level of theory: ωB97M-V/def2-TZVPD.

```
9
Properties=species:S:1:pos:R:3:forces:R:3:nbo_charge:R:1
C 3.263453 -0.654271 -0.683106 -2.085 3.835 2.114 0.085
C -2.674272 -0.737475 0.784514 -0.811 -2.309 0.183 0.795
N 2.679842 0.230407 -0.099102 2.640 -4.989 -2.448 -0.426
N -2.292674 -0.008913 -0.089754 0.365 1.749 -1.358 -0.288
O -3.131134 -1.705662 1.256124 0.106 0.500 0.798 -0.481
O -1.487084 1.095099 0.032243 -0.678 2.583 -1.410 -0.511
S 1.801971 0.944301 0.943709 -1.037 1.567 1.186 0.111
H 3.727051 -0.999422 -1.552198 0.529 -0.418 -0.838 0.232
H -1.887153 1.835932 -0.592433 0.971 -2.517 1.773 0.484
```
Forces are in eV/Å.

Calculated values
Spin multiplicity   1
Lowest unoccupied orbital energy   -0.01 eV
Total charge   0